Molecular formula: C4H15N3O
Method: DFT, ωB97M-V with the def2-TZVPD basis set

The energy above the lowest of the compared OMol25 structures with the same formula, charge and spin is 28.8 kcal per mole. The HOMO energy is -9.1 eV. The charge is 0. Its total energy is -400.87231 hartree.

The geometry in XYZ format:
```
23
Properties=species:S:1:pos:R:3:nbo_charge:R:1
C -1.38 0.05 -1.00 -0.24
N -0.08 0.24 -0.32 -0.66
C 1.13 0.27 -1.14 -0.24
C 2.31 0.27 -0.21 -0.23
N 2.37 1.35 0.84 -0.81
C -2.39 -0.30 0.16 -0.23
N -2.79 0.76 1.05 -0.85
H -1.31 -0.92 -1.49 0.20
H -1.75 0.87 -1.62 0.17
H -0.21 1.14 0.14 0.34
H 1.11 1.09 -1.88 0.17
H 1.08 -0.66 -1.73 0.20
H 2.20 -0.64 0.38 0.19
H 3.25 0.25 -0.76 0.19
H 1.43 1.28 1.21 0.34
H 2.43 2.25 0.36 0.34
H -1.75 -1.01 0.70 0.20
H -3.25 -0.92 -0.11 0.20
H -2.07 1.13 1.66 0.36
H -3.35 1.47 0.61 0.36
H 1.52 -3.09 1.44 0.47
H 0.62 -1.98 0.91 0.48
O 0.87 -2.90 0.78 -0.95
```